Entry 1:
8
Properties=species:S:1:pos:R:3:forces:R:3:nbo_charge:R:1 method="wB97M-V/def2-TZVPD" gap_ev=9.2 homo_energy_ev=-9.48 charge=0 largest_force_ev_per_a=2.32 de_lowest_kj_mol=164.5 smiles="C=PI.S"
C -0.48319 2.25450 0.34035 0.187 1.261 0.979 -0.910
P -0.29202 0.73209 0.81613 0.474 -1.830 0.115 0.597
I -2.25173 -0.43251 -0.10974 0.117 0.125 0.155 -0.165
H -1.43676 2.60820 0.05296 -0.603 0.622 -0.863 0.235
H 0.24787 2.98043 0.71577 -0.156 -0.195 -0.389 0.243
S 1.49046 -3.34518 -0.70564 0.447 2.117 -0.607 -0.312
H 1.96132 -2.12578 -1.34138 -0.806 -1.890 1.079 0.163
H 0.76405 -2.67175 0.23154 0.340 -0.209 -0.470 0.148

***

Entry 2:
8
Properties=species:S:1:pos:R:3:forces:R:3:nbo_charge:R:1 method="wB97M-V/def2-TZVPD" gap_ev=8.0 homo_energy_ev=-8.55 charge=0 largest_force_ev_per_a=3.63 de_lowest_kj_mol=267.7
C -0.86834 0.42375 0.14679 -3.526 0.672 -0.549 -0.686
P 0.78991 -0.15569 0.37095 0.447 -0.111 0.094 0.347
S -2.28751 -0.90332 -1.22404 1.485 1.703 1.741 -0.216
I -3.70660 0.92559 -1.75756 0.007 -0.199 -0.029 0.050
H -1.40187 0.60007 1.13534 0.387 -0.855 -1.212 0.235
H -1.13947 1.37092 -0.43378 1.135 -1.436 0.490 0.255
H 1.06529 -0.40080 -0.99809 0.078 -0.528 0.337 0.003
H 0.57732 -1.46646 0.98021 -0.014 0.755 -0.871 0.013

***

Entry 3:
9
Properties=species:S:1:pos:R:3:forces:R:3:nbo_charge:R:1 method="wB97M-V/def2-TZVPD" gap_ev=8.0 homo_energy_ev=-12.34 charge=+1 largest_force_ev_per_a=4.75 de_lowest_kj_mol=16.0
K -30.23550 -5.69234 27.94614 -0.013 0.078 0.173 0.999
C -32.47370 -3.79639 32.94422 1.990 -1.320 -2.651 0.752
O -31.49659 -3.88931 32.21079 0.487 0.333 -1.357 -0.724
N -33.72229 -3.88729 32.57586 -2.825 0.228 -0.290 -0.812
N -32.29379 -3.76471 34.22353 1.655 0.278 4.439 -0.823
H -34.28407 -3.66467 33.38514 -1.144 -0.005 -1.030 0.388
H -34.02553 -3.80274 31.61617 0.010 0.163 0.497 0.411
H -32.95388 -4.00988 34.94760 0.037 0.090 -0.344 0.395
H -31.31585 -3.93084 34.41365 -0.197 0.154 0.562 0.413

***

Entry 4:
7
Properties=species:S:1:pos:R:3:forces:R:3:lowdin_spin:R:1 method="wB97M-V/def2-TZVPD" gap_ev="8.0 / 7.1" homo_energy_ev="-2.20 / -2.33" charge=-1 largest_force_ev_per_a=2.25 multiplicity=2 de_lowest_kj_mol=236.7
N 1.38071 0.00044 -0.05699 0.229 -0.205 -1.089 -0.022
C 0.07868 0.26564 -0.08409 1.065 1.046 1.687 0.082
N -0.92300 -0.07612 0.72023 -0.583 0.877 -0.105 0.288
H -1.46996 -0.11580 -1.22721 -0.223 -0.170 -0.375 0.600
H 1.63998 -0.92359 -0.38365 -0.178 -0.335 0.900 0.001
H -0.08865 1.22355 -0.61515 -0.801 -0.161 -0.494 0.042
H -0.61776 -0.37413 1.64686 0.491 -1.052 -0.524 0.009

***

Entry 5:
8
Properties=species:S:1:pos:R:3:forces:R:3:nbo_charge:R:1 method="wB97M-V/def2-TZVPD" gap_ev=9.6 homo_energy_ev=-8.33 charge=0 largest_force_ev_per_a=2.22 de_lowest_kj_mol=257.8
C 3.65993 0.28097 -0.24088 0.350 0.951 -1.151 0.506
N 0.17629 0.41515 -0.83590 1.090 -0.813 0.030 -0.704
N -0.05649 -0.36929 0.41715 -1.350 1.381 -1.104 -0.678
O 3.41306 -0.40819 0.59823 -0.355 -0.946 1.130 -0.506
H 0.70590 1.26851 -0.67370 0.021 -0.342 0.743 0.342
H -0.67795 0.76469 -1.19543 -1.229 0.017 0.010 0.343
H -0.65809 -1.15802 0.12068 0.985 0.499 0.260 0.350
H 0.85500 -0.68097 0.66893 0.487 -0.748 0.081 0.347

***

Entry 6:
8
Properties=species:S:1:pos:R:3:forces:R:3:nbo_charge:R:1 method="wB97M-V/def2-TZVPD" gap_ev=9.1 homo_energy_ev=-9.43 charge=0 largest_force_ev_per_a=6.25 de_lowest_kj_mol=595.4
N 1.42604 -0.35369 -0.14434 -0.619 2.428 1.658 -0.771
C 0.12042 -0.36338 -0.05365 2.485 -5.335 -2.117 0.750
N -0.86079 1.41074 0.40855 1.464 -2.271 0.107 -1.134
O -0.68330 -1.13620 -0.38768 -2.269 1.484 0.701 -0.435
H 0.58800 0.84054 0.29489 -1.250 2.571 0.232 0.438
H 1.84797 -0.78674 0.68480 -0.007 0.215 -0.213 0.404
H -1.11134 2.39172 0.46876 0.922 0.110 -0.282 0.394
H -1.37428 0.91611 -0.30365 -0.727 0.798 -0.086 0.354

***

Entry 7:
8
Properties=species:S:1:pos:R:3:forces:R:3:lowdin_spin:R:1 method="wB97M-V/def2-TZVPD" gap_ev="6.3 / 10.4" homo_energy_ev="-5.51 / -10.43" charge=0 largest_force_ev_per_a=7.06 multiplicity=3 de_lowest_kj_mol=76.4
C -0.08763 0.20823 -0.74390 -3.499 2.540 -1.068 0.642
N 0.02886 0.03780 0.62266 4.333 -4.503 3.278 0.422
N -0.61969 0.57831 1.68977 -0.937 0.989 -1.783 0.692
O 0.73155 -0.48354 -1.56744 0.325 -0.105 0.047 0.169
H -0.74106 1.09120 -0.91783 0.914 -0.705 -1.039 0.039
H 0.70579 -0.77415 0.82744 -1.441 1.647 -0.249 0.002
H -0.37188 0.06679 2.52973 0.392 -0.339 -0.234 0.024
H 0.35408 -0.72463 -2.44043 -0.086 0.476 1.048 0.010

***

Entry 8:
9
Properties=species:S:1:pos:R:3:forces:R:3:nbo_charge:R:1 method="wB97M-V/def2-TZVPD" gap_ev=10.0 homo_energy_ev=-9.73 charge=0 largest_force_ev_per_a=3.71 de_lowest_kj_mol=228.5 smiles="[H]/N=N/C(O)O"
H -2.49114 0.27112 0.17354 -2.096 1.167 -0.395 0.344
N -1.53803 0.06860 0.20588 3.282 -0.250 -0.355 -0.381
N -0.79407 0.85958 -0.38627 -0.277 -0.208 2.109 -0.103
C 0.71593 0.23279 -0.41296 -1.854 -1.351 -2.024 0.465
O 0.55960 -1.09538 -0.14293 -1.648 -0.717 1.141 -0.740
O 1.84367 0.67344 0.19037 0.308 2.523 2.704 -0.698
H 0.75541 0.46989 -1.51314 0.998 -0.565 0.862 0.140
H -0.33864 -1.17987 0.38102 1.800 0.230 -1.260 0.480
H 1.82376 0.84926 1.20862 -0.513 -0.830 -2.781 0.493

***

Entry 9:
9
Properties=species:S:1:pos:R:3:forces:R:3:nbo_charge:R:1 method="wB97M-V/def2-TZVPD" gap_ev=8.7 homo_energy_ev=-8.48 charge=0 largest_force_ev_per_a=5.49 de_lowest_kj_mol=460.6
O -1.41842 -1.10573 0.16100 -3.717 -0.840 1.106 -0.576
N -1.64625 0.21300 -0.10244 2.286 1.505 -0.274 -0.146
C -0.53406 0.90415 -0.11193 -3.632 1.976 0.483 0.100
N 0.70677 0.44787 0.25088 5.209 1.624 0.640 -0.346
O 0.94914 -0.86412 -0.21569 0.978 -0.601 -1.500 -0.603
H -0.60736 -1.34269 -0.20381 2.198 -0.815 -0.759 0.464
H -0.82883 2.03402 -0.08049 1.533 -2.063 -0.389 0.221
H 1.70648 1.07778 0.08850 -4.314 -1.983 0.171 0.386
H 1.67252 -1.36428 0.21396 -0.541 1.196 0.522 0.498

***

Entry 10:
10
Properties=species:S:1:pos:R:3:forces:R:3:nbo_charge:R:1 method="wB97M-V/def2-TZVPD" gap_ev=9.5 homo_energy_ev=-9.64 charge=0 largest_force_ev_per_a=5.24 de_lowest_kj_mol=335.2 smiles="N[C@@H](S)ON=O"
N 1.40751 -0.15962 -0.34265 -4.363 2.882 0.344 -0.846
C -0.20377 -0.25063 -0.79172 3.259 -0.082 0.531 0.087
S -0.98018 -1.75994 -0.03131 0.173 0.923 -0.889 -0.038
O -0.83471 0.98444 -0.42514 0.010 -0.258 -0.864 -0.361
N -0.60119 1.28385 0.87403 -0.284 1.310 1.451 0.328
O -1.04320 2.34291 1.19126 0.416 -1.467 -0.803 -0.265
H 1.36007 0.25218 0.65245 0.343 -1.440 -2.002 0.372
H 1.73198 -1.08307 -0.38698 0.530 -1.495 0.441 0.361
H -0.22877 -0.24997 -1.92010 -0.118 -0.307 1.458 0.230
H -0.60774 -1.36016 1.18016 0.035 -0.066 0.333 0.132

***

Entry 11:
10
Properties=species:S:1:pos:R:3:forces:R:3:nbo_charge:R:1 method="wB97M-V/def2-TZVPD" gap_ev=8.1 homo_energy_ev=-9.04 charge=0 largest_force_ev_per_a=5.38 de_lowest_kj_mol=216.7
C 0.16046 0.16903 -1.02416 -5.024 0.537 1.851 -0.473
N 0.59425 -1.09829 0.78727 1.000 -0.050 3.582 -0.372
N 0.11643 -1.07975 -0.30729 -2.108 -2.278 -2.056 -0.109
O 3.32621 -0.11990 -1.09890 0.065 -0.547 0.356 -0.849
O 2.91186 1.34032 0.78800 0.421 -1.392 0.066 -0.831
S 3.24802 0.00308 0.33286 -0.371 2.005 -0.268 1.658
H -0.84326 0.27387 -1.65728 2.092 -0.362 1.471 0.215
H 0.17158 0.92611 -0.23453 0.485 0.542 -0.684 0.210
H 0.91026 0.11971 -1.68260 3.116 0.309 -2.429 0.227
H 0.41722 -2.01117 1.36690 0.323 1.235 -1.890 0.324

***

Entry 12:
10
Properties=species:S:1:pos:R:3:forces:R:3:nbo_charge:R:1 method="wB97M-V/def2-TZVPD" gap_ev=9.7 homo_energy_ev=-8.98 charge=0 largest_force_ev_per_a=4.73 de_lowest_kj_mol=84.9 smiles="NC(=O)N(O)O"
N -1.25469 -0.03041 -0.38404 -1.595 -0.035 -0.583 -0.837
C -0.16373 -0.80169 -0.23313 -0.072 0.668 -0.356 0.726
O -0.14865 -1.98641 0.00910 0.629 -0.343 -0.164 -0.621
N 1.03466 -0.09330 -0.50653 -0.666 -1.941 -1.172 0.061
O 1.06862 1.22868 -0.21465 -4.497 0.253 1.453 -0.554
O 2.11463 -0.69372 0.06223 0.823 -2.457 1.061 -0.583
H -1.05146 0.94007 -0.32276 -0.231 0.748 -0.385 0.403
H -2.05292 -0.32238 -0.98108 1.073 0.153 1.080 0.416
H 1.92519 1.47678 -0.32194 4.038 1.140 -0.763 0.484
H 1.79119 -1.65852 0.20087 0.498 1.815 -0.172 0.505

***

- What is the charge in the second record?
  0

***

- The highest charge belongs to which entry?
  CH4KN2O

***

- The lowest charge belongs to which entry?
  CH4N2

***

- Which of these has the lowest charge?
  CH4N2